{
  "formula": "C38H63FNO10PS",
  "method": "wB97M-V/def2-TZVPD",
  "symbols": ["C", "C", "C", "N", "C", "O", "C", "C", "C", "F", "C", "P", "O", "O", "C", "C", "S", "C", "C", "C", "C", "O", "H", "H", "H", "H", "H", "H", "H", "H", "H", "H", "H", "H", "H", "H", "H", "C", "C", "C", "O", "C", "H", "H", "H", "H", "H", "H", "H", "H", "C", "C", "C", "O", "C", "H", "H", "H", "H", "H", "H", "H", "H", "C", "C", "C", "O", "C", "H", "H", "H", "H", "H", "H", "H", "H", "C", "C", "C", "O", "C", "H", "H", "H", "H", "H", "H", "H", "H", "C", "C", "C", "O", "C", "H", "H", "H", "H", "H", "H", "H", "H", "C", "C", "C", "O", "C", "H", "H", "H", "H", "H", "H", "H", "H"],
  "xyz": [[1.295207, -1.512329, -0.878188], [0.667177, -1.710584, -2.144486], [-0.829156, -1.323622, -2.467189], [-1.821277, -2.384497, -2.126617], [-1.860022, -2.505598, -0.663723], [-1.287362, -3.366385, -0.069321], [-2.806712, -1.354824, -0.202038], [-2.901693, -0.613032, 1.033134], [-3.952050, 0.418531, 1.080308], [-4.019952, 1.155602, 2.236157], [-4.871533, 0.634673, -0.056031], [-6.209569, 1.958178, 0.096372], [-6.558993, 2.215353, 1.718046], [-7.656173, 1.334904, -0.533525], [-4.760036, -0.144070, -1.319211], [-5.706695, 0.050693, -2.535622], [-7.045359, -1.251933, -2.579125], [-7.337976, -1.905789, -0.888924], [-6.248817, -2.965897, -0.400319], [-3.690183, -1.127265, -1.370409], [-3.209202, -2.101807, -2.493162], [-3.832330, -2.548142, -3.406051], [1.871361, -0.608368, -0.572204], [1.128858, -2.334292, -0.120508], [1.257154, -2.213666, -2.962405], [-0.843614, -1.121485, -3.576322], [-1.025861, -0.333592, -1.969216], [-2.190628, -0.806131, 1.863094], [-6.366431, 1.431327, 2.266141], [-8.032993, 1.992545, -1.153206], [-5.158072, -0.050235, -3.507800], [-6.240935, 1.036543, -2.517410], [-7.515646, -1.113932, -0.116141], [-8.301134, -2.491218, -0.952350], [-5.479530, -2.420281, 0.198984], [-5.822475, -3.551392, -1.249702], [-6.715485, -3.714537, 0.306362], [2.979687, 2.913704, 2.960419], [1.736716, 2.710551, 2.115391], [2.329857, 2.285056, 0.784534], [3.551843, 1.595942, 1.076208], [3.888112, 1.806998, 2.453824], [2.795800, 2.855222, 4.033826], [3.420444, 3.888880, 2.742343], [1.132470, 1.898637, 2.532290], [1.107390, 3.597836, 2.037679], [2.573926, 3.152594, 0.162181], [1.664365, 1.627822, 0.220065], [3.709299, 0.868471, 2.991254], [4.946762, 2.059710, 2.538683], [-6.685660, 5.111124, -4.371768], [-8.059348, 4.775288, -4.923935], [-8.168085, 3.292189, -4.617166], [-7.403865, 3.060883, -3.424920], [-6.617640, 4.227528, -3.139412], [-6.549665, 6.168479, -4.144248], [-5.914745, 4.813530, -5.088644], [-8.825665, 5.328346, -4.372988], [-8.173991, 4.999437, -5.984557], [-7.732418, 2.686877, -5.418632], [-9.198822, 2.969987, -4.459957], [-7.059119, 4.724220, -2.269151], [-5.597645, 3.930311, -2.889744], [2.237076, 7.412852, 5.592164], [0.993589, 7.207956, 4.748846], [1.584758, 6.784872, 3.416248], [2.809653, 6.097560, 3.705320], [3.146170, 6.309024, 5.082985], [2.055169, 7.352986, 6.665468], [2.677098, 8.390321, 5.373909], [0.392152, 6.394926, 5.166144], [0.362544, 8.093726, 4.672673], [1.825438, 7.653446, 2.794169], [0.920176, 6.126885, 2.852524], [2.969584, 5.370379, 5.620052], [4.204116, 6.563716, 5.166586], [6.439858, -1.689088, -2.615132], [5.930441, -1.555894, -4.037932], [4.539650, -2.156816, -3.930822], [4.079629, -1.898461, -2.598766], [5.180856, -1.433508, -1.807378], [7.248853, -1.000688, -2.370848], [6.795233, -2.709499, -2.441832], [5.860866, -0.498365, -4.309496], [6.555125, -2.057132, -4.777996], [4.563089, -3.242748, -4.074287], [3.839694, -1.726100, -4.650139], [5.036064, -0.363259, -1.626115], [5.185963, -1.951154, -0.846448], [6.190196, -2.244595, 2.895150], [6.816360, -3.562538, 2.478357], [7.458096, -3.197717, 1.152103], [7.824990, -1.814743, 1.235551], [7.213642, -1.239557, 2.396970], [6.003128, -2.165995, 3.966622], [5.240388, -2.102313, 2.370635], [7.586530, -3.852351, 3.199398], [6.102327, -4.382374, 2.395006], [6.748835, -3.307918, 0.324477], [8.342720, -3.799293, 0.934468], [7.999206, -1.070430, 3.141838], [6.766991, -0.277590, 2.138005], [0.443543, -6.181435, 1.312696], [0.636623, -7.134299, 0.148930], [2.119950, -6.981982, -0.137714], [2.752687, -6.671120, 1.110835], [1.744044, -6.352350, 2.077639], [-0.437343, -6.398806, 1.917504], [0.359228, -5.156357, 0.942205], [0.420482, -8.158579, 0.467857], [0.010332, -6.907128, -0.714137], [2.308555, -6.151457, -0.826457], [2.562082, -7.888189, -0.556523], [1.681508, -7.186288, 2.785803], [2.031832, -5.452473, 2.624943]],
  "forces_ev_per_a": [[-0.9597, -0.6249, -0.0097], [0.2864, 0.0947, -0.0081], [1.0088, -1.1523, -0.2745], [-0.5984, -0.7292, -0.0090], [-0.4021, 1.1069, -0.2985], [-0.2627, 0.5833, 0.2041], [-1.4864, 0.7332, -0.5557], [-1.3674, 0.4111, -1.8894], [0.8459, -1.9407, -1.9683], [-0.2205, -0.6754, -1.3797], [0.1018, -1.5723, 1.0336], [-0.7849, 1.8650, -0.5999], [0.7182, -1.6335, -1.1132], [1.2718, 0.0000, 0.7473], [1.4151, -0.4077, 1.1405], [-0.0746, 0.1762, 0.9341], [0.0224, 0.0015, 0.1582], [0.1767, -1.1741, 0.8041], [-0.6330, 0.3785, 0.6044], [0.0132, 0.8005, 2.0291], [-0.0156, 1.7018, 1.4078], [0.5609, 0.2468, 0.0905], [1.4719, -1.7521, -0.9953], [-1.4816, 2.0551, 0.2631], [-0.1139, 2.3698, 0.0070], [-0.0821, -0.4463, 1.0960], [-0.0214, -0.9796, -0.1785], [-0.7646, 0.2856, -0.6029], [-0.2626, 0.4228, -0.0624], [0.4677, -0.3511, 0.2728], [-0.4017, -0.0740, 0.9878], [0.7703, -0.8506, 0.0214], [0.2710, -0.5594, -0.8507], [0.8193, 0.8894, -0.3787], [-0.2975, -0.6604, -0.6954], [-0.1819, 0.7034, 0.6320], [0.3136, 0.8306, -0.7067], [0.2784, 0.2761, -0.0012], [-0.2771, -0.1838, 0.1147], [0.1725, 0.0837, -0.2272], [-0.1575, 0.1132, 0.1568], [-0.0287, -0.3174, 0.0323], [0.0171, -0.0047, -0.0385], [-0.0563, -0.0411, 0.0893], [-0.0198, 0.0396, -0.0441], [0.0485, -0.0184, -0.0212], [-0.1079, 0.0187, -0.0190], [0.0875, -0.0274, -0.0264], [0.0568, 0.0149, 0.0697], [-0.0134, -0.0398, -0.1066], [0.2593, -0.0121, -0.1833], [-0.2622, 0.1635, 0.0695], [0.0090, -0.2627, -0.1492], [-0.0272, 0.1280, 0.0388], [-0.0284, 0.0679, 0.2692], [-0.0072, -0.0544, 0.0235], [-0.0099, 0.0396, 0.0446], [0.0092, -0.0245, -0.0536], [0.0054, -0.0450, 0.0398], [-0.0671, 0.0179, -0.0402], [0.0764, -0.0617, 0.0751], [0.1110, 0.0561, 0.0112], [-0.0819, -0.0956, 0.0503], [0.1690, 0.2864, 0.0776], [-0.2989, -0.1671, 0.0755], [0.1577, 0.0814, -0.2493], [-0.1928, 0.2342, 0.2169], [0.0713, -0.2943, -0.0141], [0.0219, -0.0220, -0.0450], [-0.0020, -0.0432, 0.0421], [-0.0066, 0.0478, -0.0326], [0.0345, -0.0358, -0.0251], [-0.0996, 0.0137, -0.0178], [0.1009, -0.0348, -0.0164], [0.0448, 0.0335, 0.0830], [-0.0155, -0.0575, -0.0993], [0.1976, -0.2339, 0.1278], [0.0121, 0.2391, -0.2143], [-0.1482, -0.2155, 0.0639], [0.1982, -0.0107, -0.1865], [-0.1613, 0.2647, 0.1403], [-0.0557, -0.0276, 0.0314], [0.0164, 0.0532, 0.0198], [0.0030, -0.0509, -0.0219], [-0.0460, 0.0003, 0.0245], [0.0281, 0.0067, -0.1050], [-0.0574, -0.0139, 0.0907], [0.0736, -0.0142, 0.1004], [-0.1121, 0.0121, -0.0314], [-0.3191, 0.1072, -0.0431], [0.1491, -0.2274, 0.1915], [-0.0346, 0.0680, -0.2695], [-0.1715, -0.1217, 0.1558], [0.2468, 0.1138, 0.0327], [0.0289, 0.0132, -0.0390], [0.0281, 0.0190, 0.0411], [-0.0309, -0.0166, -0.0391], [0.0278, 0.0393, -0.0358], [-0.0007, -0.1203, 0.0079], [0.0192, 0.1080, -0.0376], [-0.0620, 0.0470, 0.0606], [0.0673, -0.0263, -0.0901], [-0.0745, 0.3798, 0.0056], [-0.1109, -0.3237, -0.0407], [0.1887, 0.1787, -0.1125], [-0.2415, 0.0099, -0.0274], [0.1273, -0.2215, 0.1356], [0.0443, 0.0083, -0.0105], [-0.0568, -0.0565, 0.0370], [0.0089, 0.0247, -0.0493], [0.0483, 0.0273, 0.0305], [-0.0477, -0.0462, -0.0726], [0.0773, 0.0433, 0.0790], [-0.0476, 0.0539, 0.0686], [0.0935, -0.0359, -0.0458]],
  "e_above_lowest_ev": 1.9117,
  "e_lumo_ev": -0.67,
  "gap_ev": 6.5,
  "smiles": "C=CCN1C(=O)c2cc(F)c(P(O)O)c(CSCC)c2C1=O.C1CCOC1.C1CCOC1.C1CCOC1.C1CCOC1.C1CCOC1.C1CCOC1"
}